(1)
This record from the Open Molecules 2025 dataset describes a molecular structure, C26H35FN3S4Y. The level of theory is ωB97M-V/def2-TZVPD.

The geometry in ORCA input format:
```
! RIJCOSX wB97M-V def2-TZVPD def2/J DEFGRID3
* xyz 0 1
Y -0.566 0.906 0.337
C 1.308 -2.247 1.776
C 2.319 -1.154 2.104
S 2.327 0.303 1.027
C 3.311 -0.208 -0.401
C 2.744 -1.318 -1.276
S 1.061 -0.909 -1.790
C 0.357 -2.555 -2.024
C -1.139 -2.417 -2.292
S -2.065 -1.386 -1.119
C -2.426 -2.561 0.208
C -1.255 -3.019 1.066
S -0.398 -1.630 1.860
H 1.422 -3.065 2.490
H 1.471 -2.641 0.775
H 3.325 -1.579 2.119
H 2.123 -0.750 3.098
H 4.313 -0.477 -0.062
H 3.397 0.710 -0.989
H 2.740 -2.274 -0.751
H 3.374 -1.426 -2.160
H 0.554 -3.172 -1.147
H 0.830 -3.034 -2.883
H -1.610 -3.400 -2.343
H -1.289 -1.934 -3.258
H -2.912 -3.431 -0.238
H -3.162 -2.048 0.823
H -0.533 -3.581 0.477
H -1.631 -3.685 1.843
N 0.248 2.519 1.858
C 0.647 3.459 2.712
C 0.544 2.979 4.018
C 0.054 1.686 3.868
N -0.119 1.425 2.568
H 0.742 2.963 -0.543
H 0.981 4.422 2.359
H 0.785 3.494 4.933
H -0.191 0.949 4.617
C -0.812 1.354 -3.617
C 0.619 1.796 -3.560
C 1.430 1.730 -4.682
C 2.737 2.196 -4.665
C 3.221 2.767 -3.496
C 2.441 2.848 -2.351
C 2.974 3.507 -1.109
C 1.125 2.322 -2.351
N 0.355 2.300 -1.210
H -1.093 1.061 -4.630
H -1.472 2.153 -3.276
H -1.009 0.503 -2.955
H 1.018 1.318 -5.598
H 3.356 2.142 -5.551
H 4.229 3.169 -3.470
H 2.400 4.405 -0.856
H 4.013 3.808 -1.244
H 2.919 2.855 -0.229
F -2.907 5.536 -1.801
C -2.958 4.375 -1.107
C -2.554 4.356 0.208
C -2.614 3.160 0.913
C -3.075 1.967 0.323
C -2.977 0.681 1.019
C -3.467 2.049 -1.030
C -3.428 3.238 -1.735
H -2.200 5.265 0.677
H -2.323 3.150 1.956
H -3.724 -0.029 0.666
H -3.013 0.776 2.105
H -3.832 1.154 -1.523
H -3.747 3.292 -2.768
*
```

Calculated values
frontier orbital gap: 6.308 eV
LUMO energy: -0.049 eV
E_tot: -79104.503 eV
HOMO: -6.4 eV
ΔE to the lowest compared entry with this formula, charge and spin: 0.0 kJ/mol

(2)
This record from the Open Molecules 2025 dataset describes 14 unconnected molecules or ions with the total composition C87H210N14O22. The level of theory is ωB97M-V/def2-TZVPD.

The geometry in ORCA input format:
```
! RIJCOSX wB97M-V def2-TZVPD def2/J DEFGRID3
* xyz 0 1
C 4.747 3.895 7.796
C 4.394 4.549 6.525
C 4.531 3.503 5.376
O 5.873 2.956 5.251
C 5.809 1.637 4.767
N 3.166 5.241 6.491
H 4.091 3.473 8.558
H 5.214 4.674 8.399
H 5.484 3.108 7.635
H 5.187 5.280 6.366
H 4.295 3.811 4.358
H 3.844 2.733 5.726
H 5.869 1.653 3.679
H 4.971 0.980 5.002
H 6.688 1.168 5.208
H 3.114 6.112 6.999
H 2.476 4.685 6.976
C -3.649 -1.886 6.152
C -4.787 -1.466 5.188
C -5.235 -2.673 4.371
O -4.232 -2.981 3.340
C -4.294 -2.087 2.216
N -5.981 -1.196 5.996
H -4.051 -2.607 6.864
H -3.374 -1.061 6.810
H -2.714 -2.235 5.715
H -4.695 -0.564 4.584
H -6.197 -2.602 3.862
H -5.169 -3.557 5.006
H -5.286 -2.190 1.777
H -3.663 -2.404 1.386
H -4.242 -1.014 2.401
H -6.270 -2.049 6.452
H -5.747 -0.546 6.733
C 0.819 1.729 -4.561
C 1.985 2.784 -4.599
C 3.326 2.085 -4.293
O 4.504 2.846 -4.430
C 4.771 3.809 -3.399
N 1.929 3.509 -5.803
H 0.995 1.115 -5.444
H -0.171 2.181 -4.627
H 0.616 1.120 -3.680
H 1.840 3.442 -3.742
H 3.341 1.342 -5.090
H 3.290 1.441 -3.415
H 4.078 4.637 -3.548
H 5.816 4.117 -3.441
H 4.563 3.351 -2.432
H 1.941 2.981 -6.663
H 2.776 4.060 -5.788
C 9.860 -2.626 7.744
O 8.488 -2.791 7.411
C 7.612 -2.567 8.530
C 6.091 -2.550 8.127
N 5.756 -3.929 8.026
C 4.344 -4.193 7.768
C 3.863 -5.655 7.994
O 2.520 -5.769 7.598
C 2.026 -7.082 7.284
H 9.843 -1.820 8.479
H 10.507 -2.248 6.953
H 10.331 -3.526 8.138
H 7.779 -1.555 8.899
H 7.809 -3.311 9.302
H 5.865 -1.975 7.229
H 5.494 -2.170 8.956
H 6.229 -4.285 7.208
H 4.135 -3.911 6.736
H 3.615 -3.564 8.280
H 3.881 -5.978 9.034
H 4.434 -6.368 7.398
H 1.694 -7.034 6.247
H 1.212 -7.380 7.945
H 2.824 -7.797 7.084
C -1.888 -5.106 -1.024
O -0.657 -5.468 -1.651
C 0.285 -5.912 -0.603
C 1.735 -6.024 -1.011
N 2.273 -4.806 -1.731
C 3.664 -4.815 -2.260
C 3.842 -3.511 -3.072
O 3.315 -3.675 -4.409
C 3.351 -2.607 -5.417
H -2.507 -5.918 -0.642
H -2.374 -4.539 -1.818
H -1.728 -4.362 -0.243
H -0.064 -6.787 -0.055
H 0.262 -5.177 0.201
H 1.979 -6.767 -1.771
H 2.167 -6.299 -0.049
H 1.635 -4.538 -2.467
H 3.805 -5.696 -2.886
H 4.408 -4.730 -1.467
H 4.889 -3.210 -3.024
H 3.300 -2.697 -2.591
H 4.368 -2.238 -5.550
H 2.687 -1.788 -5.139
H 2.808 -2.982 -6.285
C -2.175 1.784 2.374
O -3.183 2.558 2.937
C -2.807 3.855 3.382
C -4.011 4.565 3.916
N -4.297 4.045 5.266
C -4.698 2.674 5.438
C -5.472 2.590 6.706
O -5.535 1.220 7.165
C -6.582 1.032 8.135
H -2.353 0.710 2.429
H -1.219 1.958 2.868
H -1.982 2.006 1.324
H -2.277 4.283 2.531
H -2.064 3.671 4.158
H -4.820 4.347 3.218
H -3.924 5.647 4.016
H -4.733 4.735 5.861
H -3.845 1.996 5.431
H -5.479 2.399 4.730
H -6.441 3.075 6.588
H -4.999 3.223 7.456
H -7.563 1.000 7.660
H -6.538 1.770 8.936
H -6.474 0.101 8.692
C 1.158 -6.554 2.868
O -0.136 -7.191 2.709
C -1.266 -6.414 2.851
C -1.422 -5.805 4.233
N -1.728 -6.795 5.229
C -1.699 -6.323 6.665
C -1.916 -7.511 7.642
O -1.402 -8.844 7.188
C -1.670 -9.844 8.208
H 1.560 -6.447 3.876
H 1.219 -5.584 2.373
H 1.908 -7.197 2.407
H -2.079 -7.081 2.565
H -1.255 -5.614 2.112
H -2.191 -5.032 4.245
H -0.471 -5.299 4.395
H -1.597 -7.790 5.113
H -2.527 -5.625 6.787
H -0.687 -5.933 6.776
H -2.990 -7.565 7.818
H -1.541 -7.313 8.646
H -0.942 -10.652 8.137
H -2.721 -10.129 8.256
H -1.402 -9.535 9.219
C -2.359 2.459 -6.281
O -3.498 2.653 -7.089
C -3.531 3.719 -8.014
C -5.036 3.874 -8.216
N -5.674 4.346 -7.046
C -7.130 4.099 -7.003
C -7.357 2.673 -6.545
O -7.268 2.399 -5.154
C -8.410 2.695 -4.370
H -1.866 3.364 -5.926
H -1.619 1.966 -6.912
H -2.562 1.838 -5.409
H -2.961 3.407 -8.889
H -3.112 4.650 -7.632
H -5.430 2.910 -8.539
H -5.251 4.558 -9.037
H -5.252 3.750 -6.348
H -7.542 4.072 -8.012
H -7.641 4.895 -6.462
H -6.721 2.073 -7.196
H -8.310 2.331 -6.948
H -8.621 3.756 -4.234
H -8.231 2.275 -3.380
H -9.265 2.164 -4.787
C 6.537 -0.418 -2.288
O 6.161 -1.287 -1.212
C 7.208 -2.157 -0.791
C 8.352 -1.483 -0.123
N 7.806 -0.620 0.948
C 8.833 0.401 1.404
C 8.231 1.793 1.731
O 7.054 2.002 0.906
C 6.572 3.300 0.998
H 5.611 0.023 -2.655
H 7.165 -0.972 -2.985
H 7.130 0.399 -1.877
H 7.505 -2.913 -1.518
H 6.561 -2.714 -0.113
H 8.849 -0.879 -0.882
H 9.027 -2.291 0.162
H 7.055 -0.094 0.524
H 9.508 0.584 0.568
H 9.273 -0.043 2.297
H 9.027 2.530 1.622
H 7.917 1.818 2.774
H 7.324 4.089 0.979
H 5.693 3.473 1.618
H 6.245 3.367 -0.040
C -5.308 -1.860 -10.772
O -5.643 -2.430 -9.532
C -4.451 -2.673 -8.735
C -4.279 -1.436 -7.818
N -5.179 -1.366 -6.744
C -5.000 -0.183 -5.877
C -4.564 -0.615 -4.444
O -5.376 -1.413 -3.626
C -6.356 -0.630 -2.948
H -4.241 -1.640 -10.806
H -5.993 -1.026 -10.921
H -5.426 -2.653 -11.510
H -3.534 -2.849 -9.296
H -4.471 -3.609 -8.177
H -4.583 -0.625 -8.479
H -3.258 -1.258 -7.480
H -5.266 -2.193 -6.171
H -5.961 0.329 -5.927
H -4.237 0.494 -6.262
H -4.215 0.245 -3.873
H -3.683 -1.233 -4.619
H -6.956 -1.253 -2.286
H -7.095 -0.264 -3.660
H -5.971 0.061 -2.198
C -0.052 -4.309 -5.134
O -0.078 -4.620 -6.494
C -0.738 -3.600 -7.306
C -0.273 -3.813 -8.828
N 1.193 -3.730 -8.993
C 1.751 -4.201 -10.260
C 3.252 -4.388 -10.239
O 3.531 -5.644 -10.680
C 4.771 -6.109 -10.384
H -1.041 -4.224 -4.683
H 0.496 -3.377 -4.992
H 0.588 -4.986 -4.567
H -0.651 -2.562 -6.987
H -1.792 -3.862 -7.214
H -0.833 -3.069 -9.395
H -0.724 -4.724 -9.221
H 1.429 -4.385 -8.261
H 1.376 -3.410 -10.909
H 1.160 -5.091 -10.475
H 3.568 -4.288 -9.201
H 3.789 -3.547 -10.677
H 4.941 -6.090 -9.307
H 5.553 -5.536 -10.882
H 4.887 -7.124 -10.762
C 0.928 -1.168 -1.799
C 0.863 -0.976 -0.279
C -0.030 -2.001 0.340
C 0.122 -1.928 1.876
C 1.636 -2.160 2.250
C 2.639 -1.192 1.614
N 2.302 -1.112 0.197
O 3.227 -0.233 -0.478
C 2.585 0.167 2.312
C 4.033 -1.804 1.710
C 0.120 0.418 -0.042
H 1.604 -0.449 -2.263
H 1.347 -2.024 -2.327
H -0.064 -0.994 -2.217
H -1.029 -1.747 -0.013
H 0.256 -2.993 -0.011
H -0.351 -1.104 2.410
H -0.289 -2.833 2.325
H 1.930 -3.191 2.053
H 1.746 -2.081 3.331
H 3.100 1.028 1.886
H 3.169 0.055 3.226
H 1.576 0.541 2.487
H 4.468 -1.796 2.709
H 4.788 -1.459 1.003
H 3.999 -2.854 1.421
H -0.921 0.345 -0.356
H 0.028 0.849 0.955
H 0.536 1.258 -0.598
H 3.879 -0.838 -0.839
C -1.144 7.881 2.916
C 0.112 6.984 2.725
C 0.075 6.007 3.932
C 1.120 4.825 3.824
C 1.093 4.263 2.442
C 1.198 5.254 1.185
N 0.203 6.306 1.418
O -0.183 7.029 0.308
C 2.660 5.815 0.957
C 0.881 4.408 -0.056
C 1.353 7.854 2.999
H -2.025 7.304 2.635
H -1.118 8.724 2.225
H -1.190 8.207 3.955
H 0.211 6.396 4.941
H -0.969 5.700 4.006
H 1.079 4.136 4.667
H 2.084 5.308 3.985
H 0.195 3.686 2.221
H 1.899 3.532 2.497
H 2.614 6.696 0.317
H 3.179 6.108 1.869
H 3.354 5.130 0.470
H -0.163 4.166 0.141
H 0.905 4.999 -0.972
H 1.441 3.476 -0.129
H 2.231 7.357 3.409
H 1.334 8.788 3.561
H 1.607 8.225 2.006
H 0.525 7.675 0.248
C -3.820 3.339 -3.443
C -3.830 4.860 -3.100
C -5.250 5.388 -3.295
C -6.255 5.002 -2.258
C -5.777 5.355 -0.948
C -4.345 4.925 -0.570
N -3.343 5.155 -1.722
O -2.103 4.667 -1.463
C -3.936 5.866 0.612
C -4.476 3.462 -0.171
C -2.940 5.621 -4.156
H -4.470 2.712 -2.832
H -2.808 2.946 -3.353
H -4.187 3.348 -4.469
H -5.289 6.473 -3.195
H -5.579 5.501 -4.328
H -6.515 3.950 -2.373
H -7.215 5.511 -2.338
H -6.565 4.965 -0.304
H -5.762 6.445 -0.920
H -4.021 6.928 0.383
H -4.413 5.610 1.559
H -2.874 5.707 0.798
H -5.003 2.679 -0.716
H -3.531 3.014 0.136
H -4.922 3.376 0.820
H -1.923 5.296 -3.937
H -2.930 6.709 -4.092
H -3.189 5.361 -5.185
H -1.630 5.483 -1.285
*
```

Calculated values
frontier orbital gap: 8.391 eV
LUMO energy: 0.471 eV
E_tot: -159504.873 eV
HOMO: -7.9 eV